[1]
Molecular formula: C3H7BrN3
Method: DFT, ωB97M-V/def2-TZVPD

Last column: Löwdin charge in e.
CARTESIAN COORDINATES (ANGSTROEM)
Br: 1.637562 0.709780 0.753701  1.324
N: 1.972467 -2.913706 -0.987455  0.221
N: 2.001153 -1.997954 -0.231824  -0.157
N: -0.207364 0.582714 1.283458  -0.327
C: -1.225877 0.878674 -0.961670  -0.064
C: -1.222701 1.286091 0.573752  -0.304
C: 2.330267 -0.959603 0.283286  -0.346
H: -1.060610 2.331742 0.587413  0.092
H: -0.788030 -0.045237 -1.187365  0.044
H: -0.081156 0.679246 2.333612  0.106
H: -2.206942 0.927597 0.976747  0.154
H: -2.186476 0.603463 -1.178949  0.038
H: -0.848275 1.767474 -1.562398  0.112
H: 1.885979 -3.850279 -0.682310  0.109

Cartesian forces, eV/Å:
-1.0 -1.0 -0.1
-0.2 0.4 -2.0
0.0 1.2 0.8
2.0 -1.5 2.6
1.4 2.9 1.4
-0.5 -1.1 -2.4
0.3 0.7 0.2
-0.5 1.2 0.5
1.7 -1.1 -0.1
-0.7 0.2 -1.7
1.0 0.6 0.2
-2.8 0.2 -1.0
-0.6 -1.5 0.4
-0.2 -1.2 1.2

Values from the calculation:
- HOMO (spin up / spin down): -14.21 / -14.22 eV
- Total charge: +1
- 2S+1: 1
- Energy: -2856.2717 hartree
- Kohn-Sham gap (spin up / spin down): 8.35 / 8.35 eV
- E_LUMO (spin up / spin down): -5.86 / -5.86 eV

=====

[2]
Molecular formula: C3H7BrN4
Method: DFT, ωB97M-V/def2-TZVPD

Last column: Löwdin charge in e.
CARTESIAN COORDINATES (ANGSTROEM)
Br: -4.155554 -0.375252 -0.019234  0.877
N: -2.466887 0.179929 -0.214253  -0.480
N: -0.615630 1.624652 0.047122  0.165
N: 1.112849 -0.114532 -0.202349  0.148
N: 1.898875 -2.183451 0.025026  0.278
C: -1.998148 1.281219 0.191823  -0.241
C: 0.855287 -1.417048 0.047057  0.012
C: 0.573879 1.100515 -0.172997  0.002
H: 2.107766 0.068584 -0.503521  0.212
H: 2.858750 -1.849806 -0.135601  0.182
H: 1.228181 1.919718 -0.311287  0.170
H: -0.099782 -1.658138 0.387229  0.159
H: -0.456000 2.655602 0.119265  0.203
H: -2.699295 1.971129 0.581769  0.122
H: 1.855706 -3.203123 0.159958  0.191

Cartesian forces, eV/Å:
-0.6 0.3 0.1
3.0 -0.5 -0.2
0.8 1.0 -0.1
2.9 0.5 -1.3
-0.4 -1.0 0.0
-1.7 -2.1 -0.4
2.2 0.9 0.2
-3.4 1.3 0.8
-1.2 -0.7 0.4
-0.5 0.0 -0.1
1.4 0.1 -0.3
-1.6 -1.0 0.1
-0.8 -0.9 -0.1
0.2 1.6 0.7
-0.3 0.5 0.1

Values from the calculation:
- HOMO: -16.95 eV
- Total charge: +2
- 2S+1: 1
- SMILES string: [NH2+]=C/[NH+]=C\N/C=N/Br
- Energy: -2910.8062 hartree
- Kohn-Sham gap: 6.66 eV
- E_LUMO: -10.29 eV

=====

[3]
Molecular formula: C3H7BrS
Method: DFT, ωB97M-V/def2-TZVPD

Last column: Löwdin charge in e.
CARTESIAN COORDINATES (ANGSTROEM)
Br: 2.262518 -0.951555 -0.971818  0.679
S: 1.112594 -0.843815 2.086182  0.551
C: 0.614052 0.961325 -0.330818  -0.272
C: 0.636244 -0.519201 -0.035284  -1.020
C: -0.539925 -1.317367 -0.615138  -0.140
H: 0.089048 0.004964 2.349501  -0.190
H: 1.382681 1.430130 0.087987  -0.005
H: 0.638364 1.288172 -1.443185  0.111
H: -0.825119 -1.045658 -1.568347  0.065
H: -0.386392 -2.312848 -0.451329  0.044
H: -0.368193 1.368606 0.132718  0.110
H: -1.290190 -1.037013 0.080323  0.067

Cartesian forces, eV/Å:
1.0 -1.2 -0.2
-1.5 0.8 -3.3
-5.6 0.0 -1.3
1.4 0.1 0.0
1.2 2.1 3.4
0.3 -0.3 0.3
3.2 1.9 2.0
-0.3 -1.2 1.7
-0.2 0.6 -2.1
0.4 -2.7 -0.1
1.4 -0.3 -0.8
-1.4 0.2 0.4

Values from the calculation:
- HOMO: -9.54 eV
- Total charge: 0
- 2S+1: 1
- Energy: -3090.6413 hartree
- Kohn-Sham gap: 9.62 eV
- E_LUMO: 0.08 eV

=====

[4]
Molecular formula: C3H7CaO2
Method: DFT, ωB97M-V/def2-TZVPD

Last column: Löwdin charge in e.
CARTESIAN COORDINATES (ANGSTROEM)
Ca: -0.466884 -1.972978 0.782784  1.272
O: 0.199318 0.040007 0.358990  -0.411
O: -1.010553 -1.598815 -1.221059  -0.115
C: -0.798670 -0.493800 -1.698413  -0.124
C: 0.886916 0.945787 1.228103  -0.023
C: -0.086414 0.555716 -0.919109  -0.153
H: -0.911052 -2.994079 2.176951  -0.286
H: 1.845005 1.232043 0.776144  0.115
H: -0.728859 1.452585 -0.862058  0.168
H: 1.060467 0.419915 2.171675  0.109
H: -1.087636 -0.258709 -2.735194  0.164
H: 0.264306 1.833114 1.400368  0.116
H: 0.834056 0.839215 -1.459182  0.168

Cartesian forces, eV/Å:
0.7 -1.3 1.1
0.3 0.9 -0.3
-0.7 0.9 -2.2
0.1 -0.4 -0.4
0.3 0.6 0.2
0.0 0.6 -0.2
-0.5 -1.0 1.6
-0.2 0.0 0.2
0.2 -0.1 0.0
0.0 0.1 -0.2
0.0 0.0 0.2
0.2 -0.2 0.0
-0.2 0.0 0.1

Values from the calculation:
- HOMO: -11.75 eV
- Total charge: +1
- 2S+1: 1
- Energy: -946.2956 hartree
- Kohn-Sham gap: 6.98 eV
- E_LUMO: -4.77 eV

=====

[5]
Molecular formula: C3H7Cl6HgO
Method: DFT, ωB97M-V/def2-TZVPD

Last column: Löwdin charge in e.
CARTESIAN COORDINATES (ANGSTROEM)
Hg: 0.347334 0.669483 0.264772  0.431
Cl: 1.031744 4.695853 1.329152  -0.639
Cl: 4.070124 -0.664587 3.977432  0.495
Cl: -6.959606 -1.189927 -0.463468  0.495
Cl: -0.642736 -3.731187 1.089492  -0.588
Cl: 6.290054 -0.061487 5.639712  0.506
Cl: -4.828856 0.785303 -1.151998  0.484
O: 1.327704 -0.426227 -3.694648  -0.158
C: 1.317584 0.444143 -4.784968  -0.252
C: 4.984444 -1.180447 5.397392  -1.059
C: -6.578036 0.418113 -1.085558  -1.025
H: 5.487044 -2.105187 5.113952  0.017
H: 0.520714 1.182783 -4.698248  0.081
H: 2.259664 0.968943 -4.943598  0.061
H: 1.089214 -0.076037 -5.715218  0.080
H: -7.009496 1.163893 -0.417908  0.021
H: -6.997386 0.367523 -2.090388  0.016
H: 4.290494 -1.260947 6.234092  0.034

Cartesian forces, eV/Å:
0.1 0.0 -0.2
-0.1 -0.5 -0.1
-0.4 -0.1 -0.2
0.2 -0.2 0.4
0.1 0.3 -0.1
0.6 0.7 0.7
-0.5 -0.3 -0.1
-0.2 1.1 -1.2
0.6 -0.8 1.6
-0.1 -0.5 -0.9
0.2 -0.1 -0.1
-0.5 -0.1 0.4
-0.5 0.2 0.1
0.2 0.1 0.1
-0.3 -0.5 -0.3
-0.1 -0.2 -0.4
0.3 0.7 0.2
0.4 0.1 0.0

Values from the calculation:
- HOMO: -5.55 eV
- Total charge: -1
- 2S+1: 1
- Energy: -3108.1300 hartree
- Kohn-Sham gap: 2.48 eV
- E_LUMO: -3.08 eV

=====

[6]
Molecular formula: C3H7ClF2
Method: DFT, ωB97M-V/def2-TZVPD

Last column: Löwdin charge in e.
CARTESIAN COORDINATES (ANGSTROEM)
Cl: -2.076932 -0.899188 -0.082473  0.520
F: 1.363526 -0.919970 -0.118012  0.003
F: 3.230539 0.239875 -0.332999  0.019
C: 2.210968 -0.065209 0.507303  -0.266
C: -2.067096 0.861385 0.252283  -0.636
C: -0.779639 1.508005 -0.219002  -0.172
H: -0.648917 1.379759 -1.295593  0.082
H: -2.204673 0.975308 1.329705  0.064
H: 0.085296 1.072753 0.288991  0.015
H: 1.669185 0.852660 0.754499  0.098
H: -2.937535 1.280075 -0.254401  0.063
H: 2.618102 -0.558143 1.394899  0.130
H: -0.805596 2.579562 -0.000454  0.080

Cartesian forces, eV/Å:
0.0 0.0 0.0
0.1 0.1 0.0
0.0 0.0 -0.1
0.1 -0.1 0.4
0.0 0.1 0.1
0.0 0.0 0.0
0.0 0.0 0.1
0.0 0.0 -0.2
-0.6 0.2 -0.2
0.3 -0.2 0.0
0.1 -0.1 0.0
0.0 0.0 -0.1
0.0 -0.1 0.0

Values from the calculation:
- HOMO: -10.65 eV
- Total charge: 0
- 2S+1: 1
- SMILES string: CCCl.FCF
- Energy: -778.4130 hartree
- Kohn-Sham gap: 11.59 eV
- E_LUMO: 0.93 eV

=====

[7]
Molecular formula: C3H7ClN2
Method: DFT, ωB97M-V/def2-TZVPD

Last column: Löwdin charge in e.
CARTESIAN COORDINATES (ANGSTROEM)
Cl: -1.351163 -1.826970 -0.331818  0.527
N: -2.182240 0.585832 -0.611065  -0.094
N: -1.400890 -0.316582 -1.188655  -0.507
C: 1.739255 -0.773678 1.434462  -0.031
C: 0.747357 0.552317 -0.406098  -0.056
C: 1.610269 -0.504785 0.130660  -0.316
H: 2.241639 -1.510432 2.104211  0.069
H: 0.018343 1.026939 0.293025  0.056
H: -2.678996 0.251743 0.192463  0.060
H: 2.141602 -1.041701 -0.719832  0.109
H: -2.717834 1.080081 -1.293705  0.087
H: 0.910005 0.764310 -1.480647  0.060
H: 1.159383 -0.098315 2.029541  0.036

Cartesian forces, eV/Å:
-0.4 0.5 0.0
-0.3 -0.1 0.8
1.4 -1.0 -0.9
-0.3 -0.2 1.6
0.8 -1.5 0.8
0.2 0.4 -2.9
0.0 0.3 -1.6
1.0 0.0 -1.1
-0.5 0.1 0.4
-0.4 0.4 1.5
-0.4 0.3 -0.3
-0.5 0.4 1.1
-0.4 0.4 0.6

Values from the calculation:
- HOMO (spin up / spin down): -7.45 / -8.26 eV
- Total charge: 0
- 2S+1: 1
- Energy: -688.0140 hartree
- Kohn-Sham gap (spin up / spin down): 7.68 / 8.44 eV
- E_LUMO (spin up / spin down): 0.24 / 0.18 eV

=====

[8]
Molecular formula: C3H7ClN2
Method: DFT, ωB97M-V/def2-TZVPD

Last column: Löwdin charge in e.
CARTESIAN COORDINATES (ANGSTROEM)
Cl: -2.833613 0.361046 -0.253828  0.522
N: -0.039608 -1.069898 -0.494404  -0.147
N: -0.710145 -0.987573 0.718998  -0.119
C: 1.672681 0.587599 0.084051  -0.077
C: 0.396794 0.283281 -0.778138  -0.107
C: -1.261292 0.328603 0.568987  -0.596
H: -0.010454 0.772449 -1.705469  0.125
H: 2.399209 -0.145626 -0.228377  0.060
H: 1.517103 0.440797 1.180243  0.086
H: -0.666270 -1.352479 -1.237588  0.086
H: -1.343001 -1.717315 0.795291  0.071
H: -1.324400 1.012828 1.422642  0.055
H: 2.202999 1.486293 -0.072407  0.042

Cartesian forces, eV/Å:
-0.2 0.0 -0.2
1.7 -1.9 -2.5
1.3 2.5 0.1
-1.1 -1.0 -0.5
-2.9 0.9 4.3
1.7 1.5 -1.1
1.3 -0.6 0.9
0.2 -0.7 0.0
-0.2 0.1 -1.0
-0.3 -0.1 -0.1
-1.6 -1.7 0.4
0.1 -0.4 -0.1
-0.1 1.5 -0.3

Values from the calculation:
- HOMO (spin up / spin down): -8.01 / -8.01 eV
- Total charge: 0
- 2S+1: 1
- Energy: -688.0533 hartree
- Kohn-Sham gap (spin up / spin down): 8.66 / 8.66 eV
- E_LUMO (spin up / spin down): 0.65 / 0.65 eV

=====

[9]
Molecular formula: C3H7ClN2O
Method: DFT, ωB97M-V/def2-TZVPD

Last column: Löwdin charge in e.
CARTESIAN COORDINATES (ANGSTROEM)
Cl: -1.773755 -2.433426 -1.426290  0.577
O: 0.083400 2.683810 0.395509  -0.090
N: 0.483536 0.569183 -0.071486  -0.199
N: -0.161942 1.771514 -0.432224  0.003
C: -1.385031 -0.954973 -0.527316  -0.584
C: 0.030020 -0.522101 -0.861123  -0.299
C: 1.281237 0.612518 1.188377  -0.019
H: -1.344248 -1.159004 0.625813  0.122
H: 1.983209 1.277094 1.033940  0.014
H: 0.557679 -1.500105 -0.792501  0.121
H: 0.270370 -0.289884 -1.747562  0.043
H: 0.437230 0.633508 2.040572  0.134
H: -2.012560 -0.139495 -0.721937  0.047
H: 1.550855 -0.548639 1.296229  0.130

Cartesian forces, eV/Å:
-0.3 0.2 0.1
-0.7 -2.2 -2.4
-0.6 3.3 0.5
2.0 0.0 3.1
1.5 -0.5 2.3
-0.6 -3.8 5.6
-7.0 -7.9 1.0
-0.5 0.1 -2.2
3.6 3.3 0.3
0.7 0.9 0.9
0.5 1.9 -7.2
2.5 1.1 -1.4
-1.5 0.7 -0.4
0.4 2.7 -0.3

Values from the calculation:
- HOMO: -9.74 eV
- Total charge: 0
- 2S+1: 1
- SMILES string: CN(CCCl)N=O
- Energy: -763.2987 hartree
- Kohn-Sham gap: 10.30 eV
- E_LUMO: 0.56 eV

=====

[10]
Molecular formula: C3H7ClN3O2
Method: DFT, ωB97M-V/def2-TZVPD

Last column: Löwdin charge in e.
CARTESIAN COORDINATES (ANGSTROEM)
Cl: 0.128544 -3.803455 -0.270194  0.849
O: 2.300355 -2.894623 -3.015482  0.143
O: 0.228883 -3.511707 -3.386519  0.151
N: 0.426711 -1.225040 -1.341049  0.198
N: 1.110964 -3.038973 -2.710413  -0.419
N: -0.127864 -0.627759 -0.220171  -0.213
C: -0.991900 0.478154 -0.690368  0.079
C: 0.963712 -0.124606 0.598953  0.014
C: 0.621008 -2.679402 -1.418657  -0.615
H: -0.619570 0.897785 -1.549765  0.100
H: 0.718396 0.723836 1.407439  0.179
H: 1.624127 -0.844981 1.101383  0.122
H: 1.590268 0.393995 -0.052592  0.089
H: -0.686856 -1.226097 0.294474  0.133
H: -1.948074 0.175089 -0.896380  0.096
H: -1.023725 1.068290 0.168075  0.095

Cartesian forces, eV/Å:
0.0 0.5 -0.6
-2.1 0.1 0.8
0.0 -0.2 -0.7
0.6 0.0 -1.8
1.6 -0.5 -0.6
0.5 0.3 -0.8
0.6 -0.3 1.5
1.4 2.2 3.5
0.3 0.1 1.8
1.4 1.2 -1.7
-0.3 -2.2 -1.8
-0.9 -0.4 -0.3
1.1 0.9 -1.3
-1.5 -2.1 1.6
-2.3 -1.4 -0.5
-0.2 1.7 0.9

Values from the calculation:
- HOMO (spin up / spin down): -12.73 / -15.46 eV
- Total charge: +1
- 2S+1: 3
- Energy: -892.8422 hartree
- Kohn-Sham gap (spin up / spin down): 8.37 / 7.14 eV
- E_LUMO (spin up / spin down): -4.35 / -8.32 eV

=====

> Which value of 2S+1 does entry 10 give?

3